DFT (wB97M-V/def2-TZVPD) results for a structure of composition C39H35ClN2ReSi2 in a non-equilibrium geometry.

Last column: Mulliken charge in e.
Atoms and positions in Å:
C: -1.726 -0.734 5.431  -0.1158
C: -2.560 -0.107 4.474  -0.8047
C: -2.644 -0.952 3.344  -0.8212
H: -3.046 0.848 4.587  0.7052
C: -1.863 -2.104 3.598  -0.4329
C: -1.298 -1.966 4.886  -0.7562
H: -0.648 -2.677 5.368  0.6069
H: -1.467 -0.344 6.402  0.5477
H: -3.209 -0.765 2.448  0.7822
H: -1.707 -2.918 2.911  0.6485
Re: -0.477 -0.295 3.572  0.5359
Si: 2.850 0.109 -5.110  0.3672
C: 1.855 1.615 -5.606  0.2074
C: 2.263 2.434 -6.661  -0.4147
H: 3.159 2.187 -7.219  0.3360
C: 1.535 3.561 -7.015  -0.6083
H: 1.866 4.182 -7.837  0.3823
C: 0.380 3.887 -6.319  -0.5276
H: -0.191 4.764 -6.594  0.3901
C: -0.044 3.082 -5.270  -0.5411
H: -0.946 3.331 -4.727  0.3474
C: 0.687 1.957 -4.919  -0.0943
H: 0.338 1.332 -4.106  0.5392
C: 1.931 -1.463 -5.543  0.3407
C: 0.725 -1.414 -6.248  0.0394
H: 0.302 -0.457 -6.525  0.3820
C: 0.050 -2.577 -6.589  -0.7462
H: -0.883 -2.519 -7.134  0.3903
C: 0.569 -3.813 -6.229  -0.4255
H: 0.042 -4.720 -6.493  0.4087
C: 1.763 -3.881 -5.525  -0.6254
H: 2.168 -4.842 -5.237  0.3911
C: 2.435 -2.716 -5.186  -0.4993
H: 3.363 -2.784 -4.629  0.3487
H: 3.121 0.087 -3.647  -0.1976
Si: -0.378 -0.088 1.100  0.2769
C: -0.891 -1.673 0.200  0.6433
C: -1.965 -1.665 -0.694  -0.1988
H: -2.406 -0.721 -0.991  0.3512
C: -2.469 -2.843 -1.229  -0.7532
H: -3.299 -2.808 -1.924  0.4416
C: -1.903 -4.062 -0.886  -0.5697
H: -2.292 -4.982 -1.304  0.4305
C: -0.831 -4.092 -0.003  -0.5944
H: -0.375 -5.039 0.261  0.4531
C: -0.339 -2.913 0.533  -0.5342
H: 0.501 -2.955 1.215  0.4113
C: -1.440 1.264 0.290  0.3050
C: -2.668 1.613 0.852  0.1510
H: -2.980 1.137 1.775  0.1573
C: -3.491 2.567 0.267  -0.8923
H: -4.440 2.820 0.723  0.4383
C: -3.092 3.199 -0.902  -0.6227
H: -3.726 3.946 -1.362  0.4108
C: -1.873 2.865 -1.480  -0.5571
H: -1.556 3.354 -2.393  0.3559
C: -1.061 1.907 -0.891  -0.3718
H: -0.114 1.657 -1.351  0.3950
H: 4.164 0.186 -5.806  -0.1784
Cl: 1.596 0.318 0.228  -0.3740
C: -0.559 3.757 5.078  -0.8736
C: 0.514 3.760 5.974  -0.5424
C: 1.300 2.614 6.128  -0.8883
C: 0.982 1.470 5.380  0.7927
N: -0.077 1.487 4.531  0.0167
C: -0.843 2.597 4.353  0.0005
C: 1.745 0.215 5.389  1.1494
C: 2.901 -0.025 6.148  -0.8772
C: 3.556 -1.253 6.010  -0.5170
C: 3.066 -2.210 5.117  -0.8387
C: 1.913 -1.932 4.379  0.0992
N: 1.280 -0.740 4.543  0.1488
H: -1.167 4.643 4.951  0.4702
H: 0.741 4.652 6.543  0.4686
H: 2.136 2.635 6.812  0.4416
H: -1.676 2.579 3.665  0.4683
H: 3.300 0.713 6.830  0.4411
H: 4.446 -1.458 6.590  0.4706
H: 3.570 -3.162 5.005  0.4555
H: 1.509 -2.668 3.697  0.4536

Values from the calculation:
Multiplicity   4
Charge   +2
Kohn-Sham gap (alpha / beta)   4.55 / 3.37 eV
Energy relative to the best compared isomer or geometry (same formula, charge and spin)   0.0 kcal per mole